Computed, not measured: 6 unconnected molecules or ions with the total composition C39H88BF4N5O2 at a distorted geometry, with wB97M-V/def2-TZVPD.

Geometry as XYZ:
```
139
Properties=species:S:1:pos:R:3:forces:R:3
C -4.403 -0.309 -3.537 -0.7 -0.2 0.0
C -2.956 -0.376 -3.005 -0.4 0.0 -0.4
C -2.483 -1.767 -2.648 1.2 -1.0 -0.8
C -2.894 -2.174 -1.269 -0.6 0.9 -0.1
N -2.393 -3.473 -0.770 -0.1 0.7 1.6
C -2.799 -3.497 0.669 0.2 -0.4 1.8
C -4.281 -3.654 0.688 -0.8 -0.7 -0.7
C -4.554 -4.503 -0.599 0.6 0.2 -0.4
C -3.193 -4.545 -1.367 -0.7 -1.1 -0.1
C -0.953 -3.738 -0.854 1.5 0.0 0.3
C -0.078 -2.611 -0.254 -0.7 -0.3 -0.7
C 1.391 -2.751 -0.513 1.5 -0.9 -0.2
H -4.789 0.691 -3.796 0.6 -0.1 0.2
H -5.131 -0.660 -2.782 0.4 -0.1 -0.2
H -4.579 -0.920 -4.444 0.4 0.2 0.5
H -2.872 0.112 -2.039 0.0 1.0 -0.1
H -2.232 0.051 -3.724 -0.5 0.0 0.4
H -1.399 -1.801 -2.672 0.5 0.4 0.1
H -2.697 -2.509 -3.418 -0.6 0.0 0.0
H -3.970 -2.279 -1.223 -0.2 0.2 -0.1
H -2.633 -1.396 -0.539 0.2 -0.2 -0.2
H -2.334 -4.313 1.232 0.2 -0.3 -0.7
H -2.484 -2.611 1.200 0.3 0.5 -0.3
H -4.668 -4.136 1.598 0.3 0.2 -0.4
H -4.707 -2.669 0.616 -0.6 0.2 0.0
H -4.841 -5.514 -0.360 -0.2 -0.3 0.1
H -5.295 -4.086 -1.281 -0.2 0.0 0.4
H -2.612 -5.448 -1.145 -0.5 -0.1 -0.4
H -3.301 -4.382 -2.454 0.2 -0.3 0.6
H -0.734 -3.897 -1.898 0.3 0.0 -0.4
H -0.788 -4.690 -0.321 0.0 0.3 -0.3
H -0.176 -2.570 0.822 -0.5 0.3 0.2
H -0.418 -1.701 -0.742 -0.1 0.4 0.5
H 1.787 -3.684 -0.039 -0.3 0.5 -0.6
H 1.949 -1.957 0.020 -0.4 -0.1 -0.4
H 1.648 -2.747 -1.603 -0.1 -0.1 0.9
C -2.902 1.867 -6.592 1.1 0.0 0.2
C -2.276 3.223 -7.030 0.3 -0.5 0.9
C -0.933 3.559 -6.300 -0.5 -0.4 0.3
C 0.233 2.687 -6.724 -0.5 -0.1 -0.6
N 1.509 2.947 -5.994 0.9 -0.3 -0.1
C 2.157 4.313 -6.221 -0.7 0.3 1.1
C 3.644 4.148 -5.973 0.1 -0.5 -0.2
C 3.933 2.659 -6.339 0.0 0.7 0.2
C 2.561 2.033 -6.584 0.3 -0.4 -0.3
C 1.375 2.669 -4.482 0.1 2.1 -1.8
C 0.777 1.343 -4.212 1.0 -0.3 0.9
C 0.904 1.130 -2.674 -0.1 0.1 -1.4
H -2.937 1.744 -5.488 -0.1 0.3 -0.5
H -2.278 1.023 -6.967 -0.5 0.4 0.1
H -3.904 1.781 -7.007 0.0 -0.2 0.1
H -2.955 4.044 -6.753 0.1 -0.3 -0.5
H -2.141 3.162 -8.123 0.0 0.5 0.4
H -1.064 3.565 -5.202 -0.2 -0.5 -0.3
H -0.670 4.585 -6.487 0.1 0.6 -0.5
H 0.402 2.824 -7.796 0.3 0.4 0.1
H 0.067 1.608 -6.671 -0.2 0.2 0.4
H 1.711 5.007 -5.495 -0.1 0.0 -0.5
H 1.932 4.599 -7.236 -0.1 0.1 -0.3
H 3.911 4.253 -4.927 -0.3 0.3 0.2
H 4.227 4.917 -6.486 -0.1 -0.4 -0.2
H 4.422 2.267 -5.440 0.1 -0.5 -0.6
H 4.560 2.542 -7.225 0.0 0.0 0.3
H 2.457 1.046 -6.158 0.1 -0.1 0.1
H 2.339 1.900 -7.650 0.1 0.4 0.2
H 0.815 3.518 -4.090 -0.3 -0.1 0.1
H 2.392 2.864 -4.156 0.2 -0.7 0.5
H 1.395 0.663 -4.813 -0.6 -0.5 0.6
H -0.260 1.283 -4.544 0.1 0.0 0.1
H 0.415 1.970 -2.196 -0.3 -0.1 0.4
H 1.948 1.156 -2.358 0.0 -0.2 -0.1
H 0.445 0.186 -2.433 -0.1 -0.2 0.5
C 3.303 -3.692 4.043 0.3 -0.4 1.0
C 2.761 -2.366 4.540 -0.3 0.8 -0.5
C 1.431 -2.505 5.301 0.3 -1.1 -0.2
C 1.041 -1.200 5.900 0.1 0.6 -0.7
N -0.380 -1.031 6.286 -1.4 -0.4 0.9
C -0.615 0.379 6.828 1.0 0.3 0.4
C -1.257 1.115 5.677 -0.7 0.0 0.4
C -2.178 0.036 5.124 -0.3 2.3 0.2
C -1.336 -1.131 5.063 1.8 -2.0 -0.2
C -0.805 -2.013 7.365 -0.5 -0.9 -0.4
C 0.151 -2.165 8.506 0.8 -0.7 0.2
C -0.429 -3.197 9.494 0.5 1.1 0.8
H 3.407 -4.262 4.968 0.1 -0.5 -0.2
H 4.321 -3.627 3.666 0.0 0.2 -0.3
H 2.690 -4.286 3.363 -0.1 0.4 0.0
H 2.537 -1.656 3.726 0.4 -0.1 0.1
H 3.544 -1.909 5.189 -0.6 -0.2 -0.3
H 1.566 -3.292 6.042 -0.1 0.1 0.3
H 0.633 -2.875 4.659 0.1 -0.1 -0.4
H 1.162 -0.416 5.157 0.4 0.2 -0.2
H 1.699 -0.995 6.723 0.0 0.4 0.6
H -1.221 0.294 7.751 0.1 0.2 -0.7
H 0.366 0.780 7.109 -0.3 0.0 0.0
H -1.821 1.992 5.973 0.0 0.1 0.3
H -0.563 1.425 4.927 0.8 0.1 -0.4
H -2.923 -0.072 5.896 -0.9 -0.2 -0.3
H -2.525 0.324 4.141 -0.6 -0.1 0.0
H -1.907 -2.044 5.139 0.1 -0.4 0.1
H -0.721 -1.195 4.143 -0.2 0.2 0.5
H -0.917 -3.002 6.917 0.2 0.1 -0.4
H -1.828 -1.790 7.710 0.4 0.5 -0.2
H 0.352 -1.213 9.011 -0.1 -0.2 0.0
H 1.117 -2.550 8.128 -0.4 0.3 0.2
H -0.594 -4.208 9.120 -0.3 0.3 -0.3
H -1.281 -2.713 9.965 -0.7 -0.5 -0.2
H 0.235 -3.294 10.348 0.4 -0.1 -0.1
C 0.461 4.852 1.261 0.7 -0.2 -1.7
C -0.448 4.518 0.089 0.5 -1.3 -2.0
O -0.210 4.182 -1.075 -1.0 1.4 4.3
N -1.936 4.458 0.538 0.5 -0.9 -0.5
H -2.140 5.212 1.198 -0.1 -0.1 0.0
H -2.467 4.548 -0.321 -0.4 0.6 -0.2
C -2.313 3.073 1.051 0.1 -0.1 0.3
H 1.413 4.964 0.749 0.4 -0.2 0.3
H 0.512 4.025 1.980 -0.2 0.1 -0.2
H 0.308 5.809 1.748 -0.7 0.1 0.1
H -1.607 2.688 1.780 0.0 0.5 0.4
H -2.189 2.393 0.226 -0.3 -0.1 -0.5
H -3.345 3.077 1.431 0.5 0.1 -0.2
C 5.627 -1.413 0.226 -0.2 0.8 -0.6
C 5.740 0.086 -0.010 -0.3 -0.6 0.6
O 6.645 0.832 -0.053 -0.5 -0.4 -0.1
N 4.285 0.745 -0.204 0.5 0.4 1.6
H 4.465 1.554 -0.803 -0.4 -0.3 -0.2
H 3.642 0.053 -0.585 -0.2 0.3 -0.2
C 3.765 1.287 1.148 0.7 0.9 0.0
H 4.763 -1.690 0.843 0.3 0.3 0.0
H 6.558 -1.767 0.643 0.2 -0.1 0.1
H 5.475 -1.861 -0.770 0.1 0.0 0.3
H 2.858 1.886 1.027 0.2 -0.3 -0.4
H 4.546 1.941 1.584 -0.2 -0.4 -0.5
H 3.543 0.514 1.864 0.0 -0.6 -0.2
B 0.330 0.806 1.510 -0.3 -2.4 2.8
F 1.260 -0.236 1.760 0.6 -0.2 -0.7
F 0.636 1.550 0.441 0.2 1.1 -1.6
F -0.922 0.119 1.399 0.0 1.0 -0.2
F 0.390 1.574 2.705 -0.6 0.6 -0.4
```
Forces are in eV/Å.

Properties
- E_HOMO: -18.9 eV
- Spin multiplicity: 1
- Charge: +4
- Orbital gap: 9.9359 eV

Here are the Löwdin charges for atoms 1 to 2, given in e:
1 C -0.083
2 C -0.235